Entry 1:
Below is a molecular structure, CHINOS in a non-equilibrium geometry, with properties calculated with ωB97M-V with the def2-TZVPD basis set.

The HOMO energy is -4.37 eV. The total charge is -1. The HOMO-LUMO gap comes out at 7.48 eV.

Each line ends with the Löwdin charge.
Positions of all 6 atoms, in Å:
C (0.15, -0.50, 0.11)  -1.10
N (0.73, 0.48, -0.48)  -0.54
O (0.26, -1.50, 0.74)  -0.09
S (-1.77, -0.22, -0.52)  0.45
I (2.71, 0.71, 0.08)  0.48
H (-2.09, 1.03, 0.07)  -0.19

Entry 2:
Below is a gas-phase ion, C5H11N2 (charge +1) in a non-equilibrium geometry, with properties calculated with ωB97M-V with the def2-TZVPD basis set.

The HOMO energy is -15.27 eV. The total charge is +1. The HOMO-LUMO gap comes out at 11.75 eV. As for the SMILES: CC1(C)N=CC[NH2+]1.

Each line ends with the Löwdin charge.
Positions of all 18 atoms, in Å:
C (1.43, -0.24, -1.28)  0.01
C (0.47, -0.26, -0.10)  -0.52
C (1.20, -0.33, 1.21)  -0.01
N (-0.51, -1.31, -0.27)  0.13
C (-1.68, -0.88, -0.10)  -0.05
C (-1.75, 0.65, 0.25)  -0.08
N (-0.45, 1.07, -0.24)  0.09
H (2.06, -1.15, -0.96)  0.15
H (1.93, 0.68, -1.32)  0.08
H (0.86, -0.37, -2.11)  0.06
H (0.52, 0.00, 2.01)  0.08
H (2.17, 0.12, 1.28)  0.09
H (1.09, -1.45, 1.66)  0.17
H (-2.44, -1.68, -0.02)  0.14
H (-2.59, 1.23, -0.21)  0.15
H (-1.62, 0.77, 1.35)  0.14
H (-0.61, 1.18, -1.29)  0.20
H (-0.06, 1.97, 0.12)  0.20

Entry 3:
Below is a molecular structure, C5H10MnO2 in a non-equilibrium geometry, with properties calculated with ωB97M-V with the def2-TZVPD basis set.

The HOMO energy (alpha / beta) is -11.98 / -12.82 eV. The total charge is +1. The HOMO-LUMO gap (alpha / beta) comes out at 8.50 / 6.00 eV. The spin multiplicity is 7.

Each line ends with the Löwdin charge.
Positions of all 18 atoms, in Å:
C (2.75, -0.10, 0.96)  -0.07
O (1.49, 0.09, 0.35)  -0.37
C (0.81, -1.11, -0.13)  -0.31
C (-0.51, -0.66, -0.69)  -0.22
H (2.61, -0.64, 1.91)  0.11
H (3.44, -0.67, 0.32)  0.10
H (3.18, 0.90, 1.13)  0.10
H (0.71, -1.77, 0.75)  0.13
H (-1.35, -0.86, -0.02)  0.04
H (-0.70, -1.08, -1.69)  0.04
C (0.41, 2.24, -4.60)  0.22
C (1.14, 1.94, -3.40)  -0.22
O (0.70, 2.28, -2.28)  -0.14
Mn (0.26, 1.30, -0.70)  1.10
H (0.86, 2.04, -5.57)  0.09
H (-0.63, 2.57, -4.53)  0.10
H (1.51, -1.62, -0.90)  0.15
H (2.03, 1.31, -3.52)  0.14

Entry 4:
Below is a molecular structure, C11H26DyN2OP2S in a non-equilibrium geometry, with properties calculated with ωB97M-V with the def2-TZVPD basis set.

The HOMO energy (alpha / beta) is -13.82 / -15.58 eV. The total charge is +2. The HOMO-LUMO gap (alpha / beta) comes out at 5.11 / 8.19 eV. The spin multiplicity is 7.

Each line ends with the Löwdin charge.
Positions of all 44 atoms, in Å:
Dy (-0.50, -0.63, 0.00)  1.22
P (-1.13, -0.89, -2.86)  0.84
P (-1.93, -0.82, 2.58)  0.82
N (1.25, 0.26, -1.21)  -0.15
N (0.90, 0.22, 1.59)  -0.15
H (2.87, 1.54, -0.80)  0.14
H (3.00, 0.63, 1.65)  0.15
H (3.19, -0.16, -0.44)  0.14
C (2.42, 0.63, -0.39)  -0.17
H (1.97, 2.00, 1.19)  0.14
C (2.09, 0.91, 1.08)  -0.19
H (2.02, 1.32, -2.82)  0.15
H (1.28, 1.00, 3.51)  0.15
C (1.20, 0.68, -2.43)  -0.16
C (0.56, 0.44, 2.87)  -0.22
H (0.58, 0.05, -4.37)  0.10
C (0.11, 0.41, -3.44)  -0.37
H (-0.41, 1.36, -3.66)  0.09
H (-3.00, 0.08, 2.85)  -0.03
H (-2.28, -1.76, 3.58)  -0.03
H (-2.27, -0.12, -3.23)  -0.04
H (-1.06, -1.66, -4.05)  -0.04
O (-1.45, 1.19, -0.19)  -0.43
C (-1.04, 2.55, -0.13)  -0.55
C (-1.52, 3.32, -1.35)  -0.03
C (-1.51, 3.18, 1.17)  -0.04
H (0.07, 2.59, -0.14)  0.12
H (-1.04, 2.95, -2.26)  0.06
H (-2.61, 3.20, -1.46)  0.10
H (-1.27, 4.39, -1.23)  0.10
H (-1.11, 2.65, 2.03)  0.06
H (-1.19, 4.22, 1.23)  0.10
H (-2.61, 3.12, 1.21)  0.10
C (-0.63, 0.04, 3.49)  -0.31
H (-0.73, 0.27, 4.55)  0.09
C (2.00, -4.34, 0.45)  -0.33
S (0.68, -3.20, -0.04)  0.64
C (-0.72, -4.32, -0.03)  -0.37
H (2.93, -3.78, 0.59)  0.05
H (2.13, -5.09, -0.34)  0.07
H (1.72, -4.84, 1.39)  0.06
H (-0.56, -5.07, -0.82)  0.06
H (-0.80, -4.80, 0.95)  0.06
H (-1.62, -3.74, -0.25)  0.03

Entry 5:
Below is a molecular structure, C2H5N2 in a non-equilibrium geometry, with properties calculated with ωB97M-V with the def2-TZVPD basis set.

The HOMO energy is -16.21 eV. The total charge is +1. The HOMO-LUMO gap comes out at 11.07 eV.

Each line ends with the Löwdin charge.
Positions of all 9 atoms, in Å:
C (0.16, 0.84, 0.47)  -0.11
C (-0.05, -0.82, -0.51)  -0.08
N (0.75, -0.32, 0.61)  0.11
N (-0.62, 0.53, -0.54)  0.10
H (0.19, 2.33, 1.34)  0.34
H (0.51, -1.11, -1.40)  0.15
H (-0.77, -1.59, -0.22)  0.15
H (1.42, -0.73, 1.24)  0.17
H (-1.26, 1.02, -1.14)  0.17

Entry 6:
Below is a molecular structure, C22H21N3O7S in a non-equilibrium geometry, with properties calculated with ωB97M-V with the def2-TZVPD basis set.

The HOMO energy is -7.10 eV. The total charge is 0. The HOMO-LUMO gap comes out at 5.59 eV.

Each line ends with the Löwdin charge.
Positions of all 54 atoms, in Å:
C (2.64, -0.45, 0.74)  -0.02
C (1.88, 0.47, 1.70)  -0.42
H (2.49, 0.96, 2.33)  0.10
H (1.23, -0.28, 2.23)  0.15
O (1.40, 1.44, 1.11)  0.01
C (0.06, 1.00, 0.59)  -0.14
O (-0.42, -0.19, 0.66)  0.05
C (-0.56, 2.14, -0.26)  -0.07
C (-1.54, 1.85, -1.20)  -0.45
N (-2.04, 0.70, -1.41)  0.14
C (-3.02, 0.33, -2.63)  -0.43
O (-3.33, 1.20, -3.30)  0.15
C (-2.96, -1.00, -2.69)  -0.19
H (-3.08, -1.25, -3.87)  0.22
H (-4.09, -1.29, -2.58)  0.20
O (-2.42, -1.98, -1.85)  0.03
C (-1.00, -1.98, -2.20)  -0.50
O (-0.67, -1.57, -3.28)  0.18
C (-0.29, -2.72, -1.53)  -0.13
C (0.95, -3.17, -1.71)  -0.03
C (1.95, -3.86, -0.94)  0.08
C (1.22, -4.36, 0.40)  0.00
C (-0.04, -3.93, 0.67)  -0.05
C (-0.89, -3.29, -0.08)  0.18
H (-1.67, -2.96, -0.16)  -0.03
H (-0.32, -4.11, 1.66)  0.10
N (2.36, -4.88, 1.34)  0.16
C (1.90, -5.44, 2.30)  -0.56
O (0.90, -5.42, 3.16)  -0.03
N (3.01, -6.12, 3.02)  0.13
H (3.92, -6.16, 2.41)  0.13
H (3.07, -6.52, 3.82)  -0.01
H (3.10, -5.08, 0.78)  0.11
H (2.98, -4.06, -1.08)  0.09
H (1.47, -2.83, -2.66)  0.15
H (-1.85, -0.09, -0.99)  0.04
S (-2.03, 3.34, -2.07)  1.08
C (-1.32, 4.24, -0.83)  -0.39
C (-0.41, 3.54, -0.11)  -0.34
C (0.38, 4.06, 0.84)  -0.03
C (1.18, 5.42, 0.90)  0.04
C (1.71, 5.36, 2.09)  -0.18
C (1.52, 4.42, 2.85)  -0.56
O (0.73, 3.68, 2.24)  0.10
C (1.85, 4.07, 4.11)  0.04
H (2.26, 3.34, 4.30)  -0.08
H (0.94, 4.30, 4.92)  0.17
H (2.57, 5.04, 4.72)  0.20
H (2.60, 6.35, 2.11)  0.20
H (1.30, 5.81, -0.15)  0.13
H (-1.11, 5.36, -1.19)  0.13
H (3.39, 0.19, 0.07)  0.14
H (3.30, -1.05, 1.09)  0.00
H (2.01, -0.92, 0.12)  0.02

Entry 7:
Below is a molecular structure, C4H6N4 in a non-equilibrium geometry, with properties calculated with ωB97M-V with the def2-TZVPD basis set.

The HOMO energy is -10.10 eV. The total charge is 0. The HOMO-LUMO gap comes out at 9.43 eV.

Each line ends with the Löwdin charge.
Positions of all 14 atoms, in Å:
C (-2.24, -0.80, 0.31)  -0.25
C (-1.76, 1.52, 0.02)  -0.18
C (0.00, -0.08, 0.98)  -0.25
C (-1.29, 0.15, 0.07)  -0.29
N (-2.98, -1.66, 0.46)  0.21
N (-2.09, 2.63, 0.13)  0.19
N (1.00, 0.91, 0.88)  0.01
N (-0.76, -0.29, -1.75)  0.13
H (-0.31, 0.07, 2.01)  0.12
H (0.45, -1.08, 0.89)  0.13
H (1.13, 1.03, -0.06)  0.03
H (1.81, 0.54, 1.42)  0.11
H (-1.41, -0.95, -1.99)  -0.03
H (-1.02, 0.58, -2.28)  0.06

Entry 8:
Below is a gas-phase ion, C3H7ClN (charge +1) in a non-equilibrium geometry, with properties calculated with ωB97M-V with the def2-TZVPD basis set.

The HOMO energy is -16.15 eV. The total charge is +1. The HOMO-LUMO gap comes out at 10.65 eV. As for the SMILES: C[N+](C)=CCl.

Each line ends with the Löwdin charge.
Positions of all 12 atoms, in Å:
C (-0.66, 0.81, 0.41)  -0.04
N (0.58, 0.14, 0.22)  -0.25
C (0.40, -1.33, -0.02)  -0.01
C (1.69, 0.79, -0.13)  -0.47
Cl (3.16, 0.03, -0.14)  0.87
H (-1.47, 0.14, -0.03)  0.12
H (-0.74, 1.83, -0.10)  0.14
H (-0.80, 0.82, 1.49)  0.12
H (1.18, -1.65, -0.82)  0.11
H (-0.72, -1.43, -0.39)  0.13
H (0.52, -1.85, 0.98)  0.13
H (1.49, 1.91, 0.00)  0.15

DFT total energy for the records above, in order: -864.62181 -306.32450 -1497.62566 -2584.79715 -188.32203 -1939.27861 -374.92322 -633.14080 Ha
Energy above the lowest of the compared OMol25 structures with the same formula, charge and spin for the records above, in order: 20.53 37.01 0.00 40.09 58.65 554.48 86.69 24.11 kcal/mol